{"formula": "C2H3ORu", "method": "wB97M-V/def2-TZVPD", "elements": ["C", "C", "O", "Ru", "H", "H", "H"], "coordinates": [[-0.189273, -0.897259, 0.422744], [-0.489987, 0.212402, -0.284020], [0.228202, 1.307320, -0.385819], [1.957164, 1.909593, -0.223790], [0.656521, -0.920037, 1.115574], [-0.761058, -1.811334, 0.261330], [-1.401567, 0.199312, -0.906022]], "atomic_forces_ev_per_a": [[1.1, -1.0, 1.0], [-1.1, 1.7, -1.9], [-4.3, -2.9, 0.3], [4.1, 1.7, 0.3], [-0.3, -0.1, -0.2], [0.0, 0.3, 0.2], [0.4, 0.2, 0.3]], "lowdin_spin": [0.421, 0.163, 0.642, 4.726, 0.023, 0.018, 0.007], "s_squared": 12.0261, "mol_weight_g_mol": 144.1, "spin_multiplicity": 7, "e_tot_ev": -6737.616, "e_lumo_ev": [-3.9976, -8.2457], "relative_energy_ev": 0.0000, "max_force_ev_per_a": 5.14, "charge": 1}